Density functional theory data (wB97M-V/def2-TZVPD) for a cluster of 2 separate species, H5N3 in total in a non-equilibrium geometry.

Each line ends with the natural charge from an NBO analysis.
Cartesian coordinates (Å):
H1 2.671 -0.309 -1.056  0.365
H2 -1.844 -0.135 -0.608  0.262
N1 -0.642 0.558 0.621  -0.304
H3 1.490 -1.384 -0.984  0.359
N2 -1.812 0.306 0.343  -0.300
H4 -0.004 0.059 -0.084  0.321
H5 2.139 -0.682 0.330  0.365
N3 1.818 -0.514 -0.621  -1.069

As for the charge: 0. As for the highest occupied orbital energy: -8.8 eV. Its electronic energy is -4549.4336 eV. The calculation puts the energy above the lowest of the compared OMol25 structures with the same formula, charge and spin at 0.078 eV. The gap between HOMO and LUMO comes out at 9.6 eV. Its SMILES is [H]/N=N\[H].N.